ORCA calculation (wB97M-V/def2-TZVPD) on 11 unconnected molecules or ions with the total composition C17H58N20O11.

HOMO, eV: -9.233
ΔE to the lowest compared entry with this formula, charge and spin, kcal per mole: 57.3
Electronic energy, hartree: -2605.5829

Structure (ORCA input):
```
! RIJCOSX wB97M-V def2-TZVPD def2/J DEFGRID3
* xyz 0 1
C 0.275 6.242 3.629
C 0.365 4.849 3.154
C -1.029 4.364 2.662
O -1.301 5.153 1.552
C -2.701 5.247 1.329
N 1.320 4.520 2.139
H 1.230 6.533 3.974
H -0.365 6.330 4.512
H -0.002 6.895 2.802
H 0.601 4.303 4.107
H -1.781 4.577 3.432
H -1.122 3.297 2.321
H -3.089 5.720 2.235
H -3.166 4.242 1.252
H -2.949 5.858 0.430
H 2.242 5.038 2.157
H 0.962 4.621 1.171
C -1.114 1.534 -1.009
C -0.363 0.135 -1.151
C 1.066 0.115 -0.516
O 1.530 -1.180 -0.718
C 2.937 -1.435 -0.562
N -1.322 -0.894 -0.694
H -0.548 2.392 -1.390
H -1.379 1.738 0.040
H -2.000 1.493 -1.661
H -0.189 -0.007 -2.235
H 0.910 0.474 0.547
H 1.683 0.893 -0.953
H 3.392 -0.864 0.322
H 3.604 -1.208 -1.463
H 2.878 -2.483 -0.216
H -1.562 -0.939 0.291
H -0.862 -1.807 -0.746
C -0.098 -1.337 2.716
O -1.285 -1.403 2.428
N 0.773 -1.831 1.906
N 0.266 -0.850 3.894
H 1.819 -1.732 1.903
H 0.508 -2.003 0.967
H -0.454 -0.231 4.350
H 1.160 -0.412 3.936
C -5.816 -0.276 -0.479
O -6.972 -0.533 -0.195
N -4.794 -1.151 -0.441
N -5.522 1.067 -0.781
H -3.935 -1.083 -1.043
H -4.971 -2.024 0.010
H -6.313 1.631 -1.113
H -4.752 1.378 -1.340
C -4.857 -1.938 2.670
O -4.685 -2.749 1.751
N -3.812 -1.558 3.519
N -6.039 -1.263 2.877
H -3.695 -0.709 4.062
H -2.884 -1.824 3.228
H -6.724 -1.396 2.136
H -5.969 -0.248 3.024
C -2.370 -4.049 -0.690
O -1.294 -4.191 -1.307
N -2.384 -3.470 0.532
N -3.638 -4.475 -1.130
H -3.245 -3.013 0.909
H -1.572 -3.032 0.876
H -4.478 -4.452 -0.632
H -3.619 -4.617 -2.109
C 0.681 -2.075 -4.434
O 1.399 -1.150 -4.617
N 0.474 -2.673 -3.264
N -0.049 -2.661 -5.551
H -0.319 -3.319 -3.147
H 0.783 -2.225 -2.423
H -0.055 -1.971 -6.250
H -1.054 -2.860 -5.343
C 6.155 1.259 -1.857
O 6.043 0.707 -2.953
N 5.552 2.594 -1.658
N 6.920 0.783 -0.793
H 5.772 3.026 -0.786
H 4.696 2.635 -2.172
H 6.450 0.972 0.078
H 7.117 -0.204 -0.949
C 3.558 1.744 1.515
O 4.500 1.052 1.305
N 2.981 1.633 2.817
N 2.952 2.494 0.487
H 2.609 2.494 3.153
H 3.461 1.256 3.580
H 1.951 2.508 0.459
H 3.545 2.586 -0.338
C 2.465 1.739 -3.355
O 2.740 2.639 -2.563
N 3.083 0.529 -3.525
N 1.259 1.675 -4.156
H 2.748 -0.082 -4.222
H 4.073 0.493 -3.255
H 1.160 1.115 -4.980
H 0.733 2.533 -4.205
C 1.521 -6.787 -0.533
O 2.372 -7.598 -0.869
N 0.706 -6.898 0.538
N 1.337 -5.605 -1.332
H -0.035 -6.219 0.737
H 0.987 -7.617 1.152
H 1.705 -5.512 -2.225
H 0.531 -4.976 -1.248
*
```